Entry 1:
The following is a DFT calculation (wB97M-V/def2-TZVPD) of a molecular structure, C39H47Ge2N4O2Se2SnTe.

XYZ file:
```
98
Properties=species:S:1:pos:R:3:forces:R:3:mulliken_charge:R:1
Sn -0.36201 -0.82582 -0.58133 0.4 0.7 0.3 1.10
C 4.21368 -0.73293 -0.47769 0.0 0.0 0.0 -2.11
C 2.83688 -0.20989 -0.77527 0.1 0.1 -0.1 1.00
O 1.88523 -0.91182 -0.36643 -0.2 -0.3 0.0 -0.24
C 2.66243 1.03930 -1.48351 0.0 0.0 0.0 0.68
C 3.80210 1.82940 -1.77069 0.0 0.0 0.0 -1.32
C 3.70582 3.03050 -2.41668 0.0 0.0 0.0 -0.93
C 2.43773 3.49093 -2.80800 0.0 0.0 0.0 -0.76
C 1.31090 2.74929 -2.55953 0.0 0.0 0.0 -0.47
C 1.38605 1.50526 -1.90150 0.1 0.0 0.0 1.20
O 0.27022 0.82637 -1.75594 -0.3 0.0 0.1 -1.14
H 4.12625 -1.71966 -0.03296 0.0 0.0 0.0 0.40
H 4.72626 -0.07055 0.22300 0.0 0.0 0.0 0.45
H 4.81364 -0.79547 -1.38606 0.0 0.0 0.0 0.59
H 4.77774 1.47977 -1.46130 0.0 0.0 0.0 0.42
H 4.59084 3.61689 -2.62094 0.0 0.0 0.0 0.43
H 2.34662 4.44488 -3.31363 0.0 0.0 0.0 0.48
H 0.32977 3.09127 -2.86490 0.0 0.0 0.0 0.55
C -3.21855 2.66437 1.20855 0.0 -0.1 0.0 -1.43
C -2.24906 1.49714 0.99176 0.0 0.0 0.0 0.10
Ge -0.47760 1.84441 1.79616 -0.1 0.1 0.1 0.05
C 0.38321 3.36463 0.89900 0.1 0.0 0.0 -0.07
C 0.05220 4.69090 1.59186 0.1 0.0 -0.1 -1.43
C -0.65048 2.16578 3.72038 -0.1 0.1 0.1 0.22
C 0.04944 1.21701 4.37043 0.2 -0.2 0.2 -0.69
Ge 0.74254 0.03205 2.94531 -0.1 0.1 -0.2 -0.26
C -0.12742 -1.73628 2.79605 0.0 0.0 0.1 0.32
C -0.14828 -2.59829 4.06284 0.0 0.0 -0.1 -1.35
C 2.68168 -0.16990 2.71253 0.0 0.0 0.1 0.20
C 3.46047 -0.61571 3.95444 0.0 0.0 -0.1 -1.36
C 0.25570 1.09110 5.83269 -0.1 0.0 0.0 0.38
C -0.17676 2.07781 6.72177 0.0 0.0 0.0 -0.54
C 0.02045 1.94095 8.08529 0.0 0.0 0.0 -0.75
C 0.65756 0.81467 8.59325 0.0 0.0 0.0 -0.48
C 1.10231 -0.17014 7.72453 0.0 0.0 0.0 -1.16
C 0.90280 -0.02603 6.35874 0.0 0.0 0.0 0.52
H -4.20929 2.44011 0.80733 0.0 0.0 0.0 0.40
H -2.86406 3.57098 0.71443 0.0 0.0 0.0 0.29
H -3.33521 2.88679 2.27059 0.0 0.0 0.0 0.34
H -2.12982 1.30960 -0.08091 -0.1 0.0 0.0 0.33
H -2.63785 0.57979 1.44469 -0.1 0.0 0.0 0.19
H 0.06513 3.37424 -0.14601 0.0 0.0 0.0 0.08
H 1.46281 3.19484 0.89933 0.0 0.1 -0.1 0.43
H -1.02389 4.87341 1.62744 0.0 0.0 0.0 0.26
H 0.51271 5.53005 1.06677 0.0 0.0 0.0 0.41
H 0.42047 4.70021 2.61878 0.0 0.0 0.0 0.36
H -1.17537 2.97175 4.23539 0.0 -0.1 0.0 0.46
H 0.40914 -2.25251 1.99030 0.0 0.0 0.0 0.09
H -1.14937 -1.55863 2.44405 0.0 -0.1 0.0 0.25
H 0.86146 -2.82674 4.41020 0.0 0.0 0.0 0.30
H -0.65609 -3.54957 3.88623 0.0 0.0 0.0 0.35
H -0.67214 -2.09278 4.87459 0.0 0.0 0.0 0.32
H 3.05218 0.79415 2.35256 0.1 0.0 0.0 0.49
H 2.79994 -0.89063 1.90034 0.0 0.0 0.1 -0.16
H 3.36475 0.10314 4.76831 0.0 0.0 0.0 0.35
H 4.52360 -0.71893 3.72765 0.0 0.0 0.0 0.40
H 3.11232 -1.58365 4.32235 0.0 0.0 0.0 0.25
H -0.66673 2.96640 6.34263 0.0 0.0 0.0 0.33
H -0.32054 2.71774 8.75828 0.0 0.0 0.0 0.40
H 0.81027 0.71019 9.65970 0.0 0.0 0.0 0.40
H 1.60744 -1.04737 8.10893 0.0 0.0 0.0 0.40
H 1.25769 -0.79415 5.68304 0.0 0.0 0.0 0.46
Se 0.28096 -4.23758 -3.72465 0.0 0.0 0.1 -0.08
C 2.09536 -4.54856 -3.81896 0.1 0.0 -0.1 0.21
N 3.23353 -4.72286 -3.86669 -0.1 0.0 0.0 -0.43
Se -0.90217 -4.92123 0.93492 0.4 -0.2 0.0 0.29
N -2.53303 -4.94539 1.57356 -0.3 0.1 0.0 -0.79
C -3.18451 -3.95359 0.99004 0.1 0.1 -0.1 0.58
C -4.54523 -3.59252 1.21951 0.0 0.0 0.0 -0.52
C -5.02363 -2.51938 0.54789 -0.1 0.0 0.0 -0.57
C -4.18339 -1.79119 -0.35331 0.2 0.0 -0.1 -0.50
N -2.94099 -2.08617 -0.61843 -0.2 -0.2 0.0 -0.14
C -2.42675 -3.17096 0.04502 0.0 0.0 0.0 0.35
N -1.16074 -3.53076 -0.12354 -0.3 0.0 -0.1 -0.16
H -5.15302 -4.16419 1.90784 0.0 0.0 0.0 0.49
H -6.04525 -2.19230 0.68525 0.0 0.0 0.0 0.42
H -4.58302 -0.92215 -0.86698 0.0 0.0 0.0 0.51
C -2.07899 0.04808 -8.74323 0.0 0.0 0.1 -1.53
C -1.50431 -0.30501 -7.39819 0.0 0.0 0.0 0.57
C -2.24081 -1.02469 -6.46783 0.0 0.0 0.0 -0.87
C -1.70878 -1.39873 -5.23792 -0.1 0.0 0.0 0.68
C -2.56573 -2.19859 -4.28871 0.1 0.1 -0.1 -1.67
C -0.38990 -1.02650 -4.96568 0.0 0.0 0.2 0.75
Te 0.58799 -1.75910 -3.25106 0.2 -0.2 -0.4 0.83
C 0.37121 -0.25066 -5.85092 0.0 0.0 0.0 0.63
C 1.77922 0.21510 -5.56418 -0.1 -0.1 0.0 -1.48
C -0.21243 0.08869 -7.06182 0.0 0.1 0.0 -0.82
H -3.08618 -0.34770 -8.86236 0.0 0.0 0.0 0.36
H -1.45587 -0.35945 -9.54097 0.0 0.0 0.0 0.35
H -2.11695 1.13016 -8.88008 0.0 0.0 0.0 0.36
H -3.26143 -1.30950 -6.70028 0.0 0.0 0.0 0.34
H -3.62108 -2.00176 -4.47418 0.0 0.0 0.0 0.47
H -2.35509 -1.96441 -3.24523 0.0 0.0 0.0 -0.03
H -2.41323 -3.27173 -4.43237 0.0 0.0 0.0 0.35
H 1.93970 0.44445 -4.51091 0.0 0.0 0.0 0.08
H 1.99498 1.12156 -6.12825 0.0 0.0 0.0 0.43
H 2.50870 -0.54302 -5.85912 0.0 0.0 0.0 0.33
H 0.36094 0.68102 -7.76742 0.0 0.0 0.0 0.47
```
Forces are in eV/Å.

Values from the calculation:
- E_tot: -11322.5956 hartree
- Strongest force on any atom: 0.83 eV/Å
- Molar mass: 1153.282 g mol⁻¹
- HOMO energy: -10.351 eV
- Energy relative to the best compared isomer or geometry (same formula, charge and spin): 41.9 kcal/mol
- Charge: +1
- HOMO-LUMO gap: 0.235 Eh

Entry 2:
The following is a DFT calculation (wB97M-V/def2-TZVPD) of 2 unconnected molecules or ions with the total composition C4H5NO.

XYZ file:
```
11
Properties=species:S:1:pos:R:3:forces:R:3:nbo_charge:R:1
C -0.98773 0.81429 -1.12529 -0.1 -0.3 0.0 -0.27
C -1.48237 -0.31840 -0.63701 0.1 0.0 0.1 -0.34
C -0.60255 -1.35375 -0.15688 0.2 -0.5 0.4 0.27
N 0.09165 -2.15119 0.31264 -0.5 0.6 -0.5 -0.33
H -1.67667 1.60082 -1.41821 0.3 0.0 -0.1 0.21
H 0.08890 0.92730 -1.21680 -0.3 0.3 0.0 0.23
H -2.54634 -0.48839 -0.52605 0.1 0.0 0.0 0.24
C 1.78245 0.23823 1.19950 -0.1 0.1 -0.1 0.29
O 1.54678 1.28148 0.64173 0.1 -0.3 0.2 -0.53
H 1.15199 -0.14747 2.02340 0.1 0.1 -0.1 0.12
H 2.63387 -0.40293 0.90298 -0.1 0.1 0.0 0.12
```
Forces are in eV/Å.

Values from the calculation:
- E_tot: -285.3448 hartree
- Strongest force on any atom: 0.86 eV/Å
- Molar mass: 83.090 g mol⁻¹
- HOMO energy: -10.156 eV
- Energy relative to the best compared isomer or geometry (same formula, charge and spin): 43.8 kcal/mol
- SMILES: C=CC#N.C=O
- HOMO-LUMO gap: 0.391 Eh

Entry 3:
The following is a DFT calculation (wB97M-V/def2-TZVPD) of a single C8H8N4 molecule at a distorted geometry.

XYZ file:
```
20
Properties=species:S:1:pos:R:3:forces:R:3:nbo_charge:R:1
N 4.07376 0.63588 -0.14926 0.9 0.6 1.3 -0.88
C 2.72364 0.14356 -0.10485 3.7 3.6 0.4 0.25
C 1.59294 0.69962 0.21554 -2.2 6.3 2.0 -0.09
N 0.58960 -0.09681 0.09295 -1.1 -0.7 1.6 -0.14
C -0.76150 0.17045 0.52484 -1.8 -3.0 -3.4 0.08
C -1.52858 1.28906 0.12016 -0.6 1.0 -0.9 -0.22
C -2.95642 1.27605 -0.22559 4.0 -2.9 1.1 -0.20
C -3.67356 0.01156 -0.44362 2.6 3.2 2.7 -0.23
C -2.92310 -1.07536 0.05177 2.2 -0.2 0.4 -0.19
C -1.45403 -1.06203 0.50076 -5.7 3.4 -1.3 -0.16
N 1.04780 -1.30871 -0.21294 3.1 1.1 -0.9 -0.10
N 2.39556 -1.03199 -0.35446 -1.7 -8.4 -1.8 -0.29
H 4.62094 -0.25761 0.23818 -0.6 3.5 -0.8 0.41
H 4.34224 1.84154 0.12498 -1.3 -5.7 -0.6 0.42
H 1.38663 1.60161 0.70664 0.0 1.5 0.2 0.20
H -1.03258 2.28253 -0.17573 -0.5 -1.6 1.0 0.22
H -3.10367 2.31194 -0.20140 -2.2 1.1 -1.0 0.23
H -4.71525 0.21987 -0.68804 0.2 -1.3 -0.2 0.24
H -3.30136 -2.09411 0.03817 -0.3 0.2 -0.2 0.21
H -1.06026 -2.01181 0.48917 1.3 -1.7 0.5 0.24
```
Forces are in eV/Å.

Values from the calculation:
- E_tot: -528.4493 hartree
- Strongest force on any atom: 8.77 eV/Å
- Molar mass: 160.180 g mol⁻¹
- HOMO energy: -8.652 eV
- Energy relative to the best compared isomer or geometry (same formula, charge and spin): 152.2 kcal/mol
- SMILES: Nc1cn(-c2ccccc2)nn1
- HOMO-LUMO gap: 0.322 Eh